No. 1
This record from the Open Molecules 2025 dataset describes a 2-piece molecular cluster, C4H11NO2 overall. The level of theory is wB97M-V/def2-TZVPD.

E_HOMO ... -9.55 eV
SMILES string ... CC[C@@H](N)C=O.O
Energy above the lowest of the compared OMol25 structures with the same formula, charge and spin ... 1.419 eV
Frontier orbital gap ... 10.27 eV

```
! wB97M-V def2-TZVPD RIJCOSX def2/J DEFGRID3
* xyz 0 1
O -0.715 -0.858 1.766
C 0.288 -0.363 1.332
C 0.351 0.603 0.163
C -0.960 1.348 -0.090
C -1.252 1.661 -1.555
N 1.539 1.439 0.304
H 1.307 -0.563 1.719
H 0.523 -0.003 -0.733
H -1.740 0.643 0.201
H -1.047 2.177 0.619
H -0.950 0.791 -2.145
H -0.846 2.591 -1.925
H -2.327 1.607 -1.718
H 1.303 2.345 0.714
H 2.014 1.634 -0.570
H 0.335 -4.405 0.520
H 1.472 -5.359 0.991
O 0.706 -5.288 0.407
*
```

How positive or negative is each atom? The Mulliken charges in e answer that: -0.501, -0.183, 0.183, -0.381, -1.239, -0.673, 0.356, 0.251, 0.291, 0.398, 0.348, 0.293, 0.356, 0.239, 0.260, 0.326, 0.320, -0.645



No. 2
This record from the Open Molecules 2025 dataset describes a single C4H11NO2 molecule at a distorted geometry. The level of theory is wB97M-V/def2-TZVPD.

E_HOMO ... -9.03 eV
SMILES string ... OCCCNCO
Energy above the lowest of the compared OMol25 structures with the same formula, charge and spin ... 2.201 eV
Frontier orbital gap ... 9.97 eV

```
! wB97M-V def2-TZVPD RIJCOSX def2/J DEFGRID3
* xyz 0 1
C -0.528 -0.277 0.159
C 0.239 -1.327 -0.687
C 1.419 -1.942 0.056
O 0.841 -3.064 0.805
N -0.144 1.086 -0.258
C -1.210 2.095 -0.195
O -0.671 3.395 0.007
H -1.544 -0.372 -0.219
H -0.469 -0.490 1.233
H 0.647 -0.840 -1.562
H -0.482 -2.138 -0.756
H 2.091 -2.478 -0.617
H 1.917 -1.285 0.761
H 1.202 -3.215 1.677
H 0.627 1.445 0.294
H -1.812 2.009 -1.089
H -1.735 2.049 0.766
H 0.098 3.576 -0.537
*
```

How positive or negative is each atom? The Mulliken charges in e answer that: -0.579, -0.671, -0.390, -0.543, -0.356, -0.332, -0.540, 0.402, 0.351, 0.344, 0.318, 0.266, 0.340, 0.281, 0.219, 0.313, 0.285, 0.291



Which of these has the highest energy above the lowest of the compared OMol25 structures with the same formula, charge and spin? number 2